Density functional theory data (ωB97M-V/def2-TZVPD) for a 2-piece molecular cluster, C11H20BrNO4 overall.

Computed properties:
Orbital gap (alpha / beta) ... 5.7 / 5.6 eV
Highest occupied orbital energy (alpha / beta) ... -3.652 / -3.652 eV
Energy above the lowest of the compared OMol25 structures with the same formula, charge and spin ... 0.000 eV
Spin multiplicity ... 2
Total charge ... -1

Geometry (Å):
H  2.9329  -1.6937  1.9236
H  -1.0231  0.5237  -1.3697
C  1.0391  0.6606  -0.8049
O  -3.7462  4.6723  2.8699
H  2.2632  0.8956  -2.2950
H  2.4282  0.2693  0.8081
N  0.4998  -1.7105  0.6498
H  2.9681  -2.4428  -1.6128
O  0.4794  -1.5208  1.9105
H  -0.5476  -2.9489  -1.5088
H  -1.8725  3.8565  1.4169
O  1.4714  1.3323  -1.9688
H  1.6075  -3.4576  -1.1403
C  -0.2024  -0.1651  -1.1656
H  -1.7422  5.4517  0.6244
H  -1.9527  -1.4076  1.5866
H  3.8315  -2.3412  0.5395
H  -1.4333  0.2430  1.2835
H  -2.8114  4.2327  -0.0522
C  1.8580  -1.6504  0.0351
C  1.9277  -2.4225  -1.2824
C  -0.6800  -1.2278  -0.1487
C  -1.2840  -2.4082  -0.9131
H  0.0290  -0.6437  -2.1219
H  -2.6504  -0.4941  0.2320
H  3.0741  -0.0676  -0.7841
C  2.8484  -2.2790  1.0115
C  2.1762  -0.1573  -0.1600
H  1.3370  -1.9921  -2.0901
Br  0.4812  2.0883  0.4316
H  -1.7545  -3.1063  -0.2190
O  -4.2697  6.0857  1.1883
C  -2.4203  4.6356  0.8857
C  -1.7397  -0.6827  0.8031
C  -3.5933  5.1870  1.7395
H  2.5240  -3.2827  1.2889
H  -2.0535  -2.0317  -1.5913



Density functional theory data (ωB97M-V/def2-TZVPD) for C11H20F3FeN2O7S2 as an isolated structure in a non-equilibrium geometry.

Computed properties:
Orbital gap (alpha / beta) ... 10.1 / 7.7 eV
Highest occupied orbital energy (alpha / beta) ... -9.766 / -9.781 eV
Energy above the lowest of the compared OMol25 structures with the same formula, charge and spin ... 0.000 eV
Spin multiplicity ... 6

Geometry (Å):
F  3.2778  0.8222  2.4375
H  3.7758  -0.1800  -0.3408
C  -2.6198  -1.2949  1.6603
H  -0.2702  -1.8027  -2.4252
O  -0.1575  1.8586  3.4579
C  2.4035  1.2925  3.3463
O  0.7095  0.8134  1.4486
H  -1.9238  -2.2636  -2.3586
H  -1.3869  -1.2320  -3.6797
C  2.2287  1.3339  -0.9156
S  1.2735  -2.7867  0.8399
H  -3.0564  0.9874  0.0536
O  0.8588  -2.5199  -0.6107
H  -1.1755  0.6911  -2.2481
Fe  0.6866  -0.6402  0.2093
C  -1.6459  -0.1872  -1.8166
H  -2.7238  -0.0247  -1.9579
H  -0.3620  2.4517  -0.1250
S  0.8836  1.8723  2.4878
H  -1.5818  2.4732  -1.3726
H  -1.9303  3.1329  0.2302
H  -1.7806  -2.3111  -0.0312
H  -3.2192  -1.3148  -0.3796
C  -2.2728  -1.3682  0.1678
O  1.5827  -4.0994  1.2140
H  1.2359  -0.2611  -3.6579
H  3.0320  -1.4015  -2.3383
C  -1.9758  1.0163  0.2410
H  0.6475  2.0181  -2.3917
C  -1.4299  2.3251  -0.3041
C  1.5739  0.0972  -2.7009
H  -3.5175  -0.7078  1.8411
H  -1.8053  -0.8754  2.2474
N  2.5697  -0.5635  -2.0303
O  2.2861  -1.6770  1.0107
N  -1.4104  -0.2391  -0.3426
H  -1.8179  1.0012  1.3143
F  2.9641  2.3238  3.9860
O  1.2401  3.1168  1.8805
F  2.1178  0.3255  4.2196
H  -2.7418  -2.3061  2.0433
H  2.3472  2.1748  -0.2533
O  0.1006  -2.0776  1.5225
C  -1.2726  -1.4261  -2.6143
C  2.9520  0.1627  -0.9408
C  1.3303  1.2700  -2.0236



Density functional theory data (ωB97M-V/def2-TZVPD) for an isolated ion of composition C11H20F4N3O and charge +1 in a non-equilibrium geometry.

Computed properties:
Orbital gap ... 7.5 eV
Highest occupied orbital energy ... -12.081 eV
Energy above the lowest of the compared OMol25 structures with the same formula, charge and spin ... 0.000 eV
SMILES ... COCCCCC[C@H]1NC(N)=[NH+][C@@H]1C(F)(F)C(F)F
Total charge ... +1

Geometry (Å):
H  4.2757  0.1305  2.3710
O  4.4269  0.2137  0.3474
N  -2.4125  0.2157  1.7852
H  -0.2043  -2.1939  -0.7858
C  1.7867  -0.8498  -2.1181
C  3.1387  -0.9555  -1.4013
H  -0.9100  -1.4413  -2.1937
H  1.9048  -0.2211  -3.0057
H  1.4986  -1.8486  -2.4645
C  3.6540  0.3694  -0.8302
C  -2.1979  1.7372  -0.1183
H  4.3230  0.8596  -1.5424
C  -0.5497  -1.2302  -1.1837
H  3.0698  -1.7199  -0.6175
F  -0.8975  2.9330  1.4791
C  3.6772  -0.1110  1.4908
H  -1.2005  3.6746  -0.3667
F  -2.7761  3.8344  0.8278
C  -2.9858  -1.0218  1.4636
H  -2.5833  -0.5996  -0.9794
N  -4.1973  -1.2750  1.8324
N  -2.2178  -1.8374  0.6226
F  -3.5416  1.6396  -0.0090
C  -1.7227  3.1206  0.4169
C  0.6647  -0.2961  -1.2072
H  -1.3918  -2.1244  1.1569
C  -1.5717  0.5144  0.5680
H  0.3792  0.7115  -1.5239
H  1.0695  -0.2420  -0.1875
C  -1.7276  -0.7536  -0.3144
H  -4.5856  -2.2092  1.8825
F  -1.9264  1.6887  -1.4447
H  2.7467  0.4792  1.5431
H  3.8879  -1.3304  -2.1067
H  3.4195  -1.1795  1.5406
H  2.8358  1.0750  -0.6128
H  -0.5827  0.7261  0.9692
H  -1.8063  0.0104  2.5807
H  -4.7696  -0.4934  2.1358



Density functional theory data (ωB97M-V/def2-TZVPD) for one molecule with the formula C11H20N2O3 in a non-equilibrium geometry.

Computed properties:
Orbital gap ... 9.4 eV
Highest occupied orbital energy ... -9.009 eV
Energy above the lowest of the compared OMol25 structures with the same formula, charge and spin ... 1.727 eV
SMILES ... CC[C@H](C)[C@H](N)C(=O)N1CCC[C@H]1C(=O)O

Geometry (Å):
O  -3.2070  0.3857  -0.2147
H  1.2769  1.0924  3.1371
C  0.6493  0.9411  -2.7623
H  -2.2301  1.5221  -3.3690
C  1.3033  -0.6121  1.8381
H  1.6170  -1.1475  3.8969
C  -1.2650  1.2360  -1.3382
O  -2.5609  -0.5483  -2.1803
C  -0.1099  2.0759  -3.3813
H  -0.0111  -1.0983  3.4396
H  1.6988  1.0637  -2.5689
C  0.9597  -1.3935  3.0857
N  -0.9423  -1.2144  1.0522
H  -1.0977  1.9347  -0.4955
O  1.7113  -0.6997  -1.0346
C  0.9629  -2.8855  2.8606
H  -2.0056  2.9291  -2.3919
H  0.4324  3.0429  -3.0792
H  0.6466  -0.0097  -3.4179
H  2.9193  0.5981  2.7848
C  -2.4226  0.2650  -1.1384
H  -3.4503  -0.9333  -2.0524
H  -0.2116  0.7481  0.9025
H  -0.1502  2.0771  -4.4692
C  0.7257  -0.1884  -0.6230
C  0.1076  -0.3396  0.8795
H  1.9987  -1.2145  1.2396
H  0.1091  -3.2653  2.2768
H  -1.8386  -0.7576  1.2165
H  1.8841  -3.1497  2.2983
H  1.1036  -3.5106  3.7592
C  1.9357  0.7331  2.2983
C  -1.5206  2.0441  -2.6789
H  2.0042  1.4538  1.4713
H  -1.0899  -1.8281  0.2571
N  0.0673  0.6530  -1.4983



Density functional theory data (ωB97M-V/def2-TZVPD) for one molecule with the formula C11H20N2O5 in a non-equilibrium geometry.

Computed properties:
Orbital gap ... 10.2 eV
Highest occupied orbital energy ... -9.763 eV
Energy above the lowest of the compared OMol25 structures with the same formula, charge and spin ... 2.762 eV
SMILES ... CC(C)C[C@H](N)C(=O)N[C@@H](CCC(=O)O)C(=O)O

Geometry (Å):
H  -2.7542  -0.3781  -2.6783
H  0.6835  0.1643  -0.4886
O  -3.8592  -0.0673  0.2130
O  0.0697  -2.5288  1.1531
H  2.9165  1.8489  -0.1157
C  -2.4663  -0.5402  -1.6152
H  -1.9156  -2.5521  -2.2296
H  1.9226  3.2970  -0.1738
H  0.5635  3.7785  1.3154
O  1.1968  0.0256  -2.6741
H  -2.0135  0.3177  -1.2466
H  0.0835  0.2912  2.3575
H  -0.0134  1.5826  0.6938
H  2.3538  1.0906  2.5394
H  0.6297  -0.8724  -4.5042
C  0.4037  -1.4095  0.8417
C  0.0026  -1.6636  -1.4365
H  1.4371  1.7468  -1.0509
H  2.2188  -1.7186  2.7940
C  0.8912  -0.4192  2.0286
C  1.9132  2.2329  -0.2221
H  2.5930  0.2888  0.8899
C  1.0327  1.8046  0.9546
C  1.8232  0.6334  1.6705
N  0.3399  -0.7869  -0.3926
C  0.9441  3.0135  1.9129
H  2.0153  3.3458  2.1702
H  -1.9471  -2.3187  -0.6134
C  0.4685  -0.9545  -2.6346
O  0.1539  -1.4592  -3.8752
C  -3.6705  -0.8481  -0.9383
H  0.3268  -2.7020  -1.3648
H  0.8500  -2.1241  3.1178
O  -4.3516  -1.7449  -1.2127
N  1.3858  -1.2242  3.1976
C  -1.5819  -1.8366  -1.5208
H  0.1827  2.8739  2.7652
H  -4.8291  -0.1866  0.3729



Density functional theory data (ωB97M-V/def2-TZVPD) for a 2-piece molecular cluster, C11H20NO overall in a non-equilibrium geometry.

Computed properties:
Orbital gap ... 8.2 eV
Highest occupied orbital energy ... -12.436 eV
Energy above the lowest of the compared OMol25 structures with the same formula, charge and spin ... 0.926 eV
Total charge ... +1

Geometry (Å):
H  1.8795  3.0740  2.1533
H  -0.3528  -3.5395  1.2787
H  -1.9765  -0.8153  -1.5653
H  0.7772  -1.4819  -0.9399
N  2.0073  -0.6368  -0.3377
H  0.0994  2.7055  1.5145
H  -0.4197  2.0669  -2.0560
H  -1.9971  -3.1318  1.3229
H  -2.3689  0.0562  1.4006
H  -0.8889  0.0687  -0.4501
C  1.4128  1.5246  -1.3893
H  -0.1075  -2.2689  -2.0389
H  -3.5699  0.2368  0.1142
H  2.0726  1.0044  -2.1460
H  -3.2061  -1.4447  0.9096
H  0.6068  -3.3220  -0.8239
C  1.2469  2.6134  1.3478
H  -0.8275  -1.8538  1.9646
C  -0.9858  -2.6859  1.2478
C  1.5432  3.4677  0.0295
H  1.7213  0.6177  1.9918
H  1.8188  3.5853  -2.0857
H  2.1991  -0.9391  0.5478
O  0.0757  1.2322  -1.8502
C  1.4716  1.1446  1.0885
H  2.7540  -0.6769  -0.9542
C  -2.8443  -0.4655  0.4945
C  0.1016  -2.3772  -1.0630
C  -1.6954  -0.7822  -0.4791
C  -0.8788  -1.9491  -0.1266
C  1.6313  0.7818  -0.1084
C  1.6459  2.9549  -1.1441
H  1.8391  4.5018  0.3501